Computed, not measured: a molecular structure, C19H8BiF10I2N7O7S2, with ωB97M-V with the def2-TZVPD basis set.

ORCA input file:
```
! RIJCOSX wB97M-V def2-TZVPD def2/J DEFGRID3
* xyz 0 1
Bi -0.9968 -0.0020 -0.6027
C 1.1793 0.9643 4.0730
F -2.9315 -2.8214 -4.5868
I -3.6143 1.4557 1.3471
S -2.1627 1.8965 -3.3325
C 1.4905 -1.7777 -1.1801
C 4.6185 -0.8953 2.3094
C 3.5240 -0.3167 2.8706
C -0.3844 1.1672 5.9628
H 0.8441 1.1592 -2.5781
C -4.6426 0.0272 0.1727
O -0.6038 -0.2903 1.5416
N 1.1279 0.5500 -1.8168
H -5.5325 -0.3025 0.6944
F -4.2002 -1.1424 -4.0775
H -4.8414 0.4255 -0.8100
C 0.1269 -1.3368 1.8835
C -2.8429 3.3827 -4.1879
O -0.8530 2.2552 -2.8395
C 1.6061 -0.7589 -2.3020
N -0.7842 1.0177 7.0277
S -1.6625 -0.5660 -4.3384
C 3.1204 -0.5368 4.2475
H 1.8482 1.0255 -1.2866
C -0.9367 2.2167 3.9060
O -3.1322 1.5487 -2.3218
H 1.1568 -2.9824 0.9459
N 6.2712 -2.4846 3.4907
H 0.9761 -1.0652 -3.1366
O -0.6210 -0.9977 -5.2064
N -1.7234 2.8062 3.3126
F 2.9404 0.8450 0.8698
C -3.1597 -1.5277 -4.8095
H 2.6434 -0.7317 -2.6332
F 3.8387 -1.3766 4.9767
F -3.9759 3.0878 -4.8059
F -3.0794 4.3104 -3.2613
C 5.0133 -0.6803 0.9462
C 1.5996 1.2110 2.7001
F 0.9045 2.0597 1.9537
N -2.1120 0.9133 -4.5686
O 0.6463 -1.4617 2.9704
C 2.0482 0.0497 4.7955
O -1.5000 -0.8768 -2.9154
C 0.0443 1.4628 4.6262
C 5.5047 -1.7820 3.0055
N 5.3817 -0.5279 -0.1302
N 0.3060 -1.7282 -0.4992
F -1.9705 3.8560 -5.0666
F -3.4338 -1.3427 -6.0924
C 0.2565 -2.3906 0.7928
F 1.7359 -0.2334 6.0465
I -3.5061 -1.7654 -0.1785
H -0.6102 -3.0581 0.8606
C 2.6561 0.5988 2.1508
O 2.4042 -2.5330 -0.9157
*
```

Summary:
Orbital gap in eV: 6.364
Highest occupied orbital energy in eV: -9.619
Energy above the lowest of the compared OMol25 structures with the same formula, charge and spin in kcal/mol: 0.00